1.
Formula: C8H8IrNO6
Source: the OMol25 dataset
Level of theory: wB97M-V/def2-TZVPD

Last column: Löwdin charge in e.
Atoms and positions in Å:
O1 -1.7701 -2.7009 -1.7611  0.25
C1 -1.1906 -1.7685 -2.1151  -0.17
Ir1 -0.0158 -0.0238 -2.5776  1.30
O2 2.1344 -1.6465 -0.7467  0.26
C2 1.3328 -1.1190 -1.3895  -0.13
C3 1.1485 1.5166 -2.0747  -0.20
O3 1.7309 2.4752 -1.8276  0.28
C4 -0.8824 1.6444 -3.4862  -0.13
O4 -1.6160 2.4134 -3.9432  0.27
C5 0.7709 -0.6573 -4.2137  -0.13
O5 1.2750 -0.9881 -5.2124  0.31
H1 -1.6550 -0.3174 -2.7829  0.05
C6 1.1433 -0.4466 2.5905  0.07
N1 -0.1857 0.1428 2.5409  -0.01
C7 -0.9036 0.3782 3.8003  0.09
C8 -0.7097 0.4540 1.3390  -0.15
O6 -0.0928 0.2766 0.2806  0.02
H2 1.4346 -0.5446 3.6353  0.13
H3 1.8864 0.1683 2.0701  0.14
H4 1.1655 -1.4422 2.1323  0.14
H5 -1.1608 1.4462 3.8920  0.16
H6 -1.8416 -0.2002 3.8108  0.16
H7 -0.2576 0.0658 4.6299  0.13
H8 -1.7405 0.8734 1.4090  0.19

- energy relative to the best compared isomer or geometry (same formula, charge and spin) (eV) = 0.0000
- total energy (hartree) = -918.62767
- charge = +3
- LUMO energy (alpha / beta) (eV) = -11.72 / -17.15
- HOMO-LUMO gap (alpha / beta) (Eh) = 0.2702 / 0.2342
- HOMO (alpha / beta) (eV) = -19.1 / -23.5
- 2S+1 = 6
- expectation value of S² = 8.78


2.
Formula: C35H38N5OPReS
Source: the OMol25 dataset
Level of theory: wB97M-V/def2-TZVPD

Last column: Löwdin charge in e.
Atoms and positions in Å:
Re1 -0.5898 0.0608 0.2807  1.22
C1 -5.2524 -0.1094 2.3926  -0.03
C2 -3.7595 0.1924 2.2570  -0.36
C3 -2.9556 -1.1014 2.3248  -0.06
C4 -3.4577 0.9260 0.9239  -0.25
C5 -4.2430 2.2443 0.7901  -0.01
O1 -3.2426 3.2452 0.9122  0.13
C6 -2.0691 2.6971 0.9181  -0.29
N1 -2.0448 1.3754 0.8492  -0.07
C7 -0.9358 3.5978 1.0401  -0.15
C8 -1.1025 4.7551 1.8089  0.05
C9 -0.0395 5.6241 1.9980  0.02
C10 1.1892 5.3532 1.4113  0.02
C11 1.3539 4.2287 0.6115  -0.01
C12 0.2961 3.3500 0.4042  -0.26
P1 0.4461 1.9777 -0.7671  1.02
C13 -0.5986 2.2003 -2.2317  -0.37
C14 -1.4574 3.2818 -2.4280  -0.05
C15 -2.1996 3.3546 -3.5972  -0.01
C16 -2.1089 2.3495 -4.5543  0.00
C17 -1.2365 1.2822 -4.3685  -0.03
C18 -0.4891 1.1982 -3.2102  -0.11
C19 2.1723 1.9877 -1.2703  -0.38
C20 2.4981 2.6741 -2.4415  -0.05
C21 3.8252 2.9855 -2.6847  -0.01
C22 4.8144 2.5883 -1.7971  0.00
C23 4.4887 1.8789 -0.6451  -0.03
C24 3.1655 1.5768 -0.3770  -0.12
H1 -5.4182 -0.7207 3.2778  0.11
H2 -5.6357 -0.6523 1.5318  0.10
H3 -5.8400 0.7947 2.5166  0.09
H4 -3.4628 0.8504 3.0801  0.16
H5 -3.3400 -1.8229 1.6050  0.09
H6 -3.0346 -1.5364 3.3188  0.11
H7 -1.8826 -0.9073 2.1236  0.00
H8 -3.6711 0.2456 0.0884  0.15
H9 -4.9890 2.4009 1.5730  0.15
H10 -4.7399 2.3689 -0.1779  0.16
H11 -2.0560 4.9496 2.2785  0.14
H12 -0.1678 6.5059 2.6118  0.14
H13 2.0250 6.0192 1.5690  0.14
H14 2.3105 4.0483 0.1458  0.12
H15 -1.5233 4.0758 -1.6966  0.12
H16 -2.8458 4.2037 -3.7637  0.13
H17 -2.7228 2.3998 -5.4420  0.14
H18 -1.1432 0.5267 -5.1334  0.13
H19 0.2132 0.3864 -3.0647  0.09
H20 1.7283 2.9956 -3.1267  0.12
H21 4.0746 3.5702 -3.5588  0.13
H22 5.8469 2.8361 -2.0003  0.13
H23 5.2651 1.5838 0.0433  0.13
H24 2.8912 1.0487 0.5276  0.05
N2 0.5746 -2.7969 3.2621  0.18
C25 1.2917 -2.3737 2.2413  -0.65
S1 1.1684 -0.6351 1.8326  0.74
N3 2.1752 -3.0938 1.5648  0.10
C26 2.6111 -4.4351 1.6232  -0.20
C27 2.1072 -5.4280 2.4715  -0.01
C28 2.6170 -6.7116 2.4083  -0.02
C29 3.6079 -7.0456 1.4828  -0.01
C30 4.1296 -6.0586 0.6479  -0.03
C31 3.6404 -4.7731 0.7182  -0.02
H25 -0.0056 -2.1497 3.7812  0.12
H26 0.7720 -3.6794 3.7224  0.12
H27 2.6865 -2.5695 0.8573  0.12
H28 1.3267 -5.2460 3.1902  0.09
H29 2.2496 -7.4644 3.0881  0.13
H30 3.9677 -8.0600 1.4139  0.13
H31 4.9205 -6.3011 -0.0446  0.13
H32 4.0681 -4.0105 0.0869  0.11
C32 -2.0603 -2.3628 -1.5031  0.03
C33 -0.5862 -2.3136 -1.6128  -0.34
N4 0.2012 -1.4354 -0.9730  -0.14
C34 1.4937 -1.7163 -1.3654  -0.14
C35 1.4709 -2.7640 -2.2336  0.00
N5 0.1624 -3.1244 -2.3658  0.18
H33 -2.4460 -1.4123 -1.1154  0.05
H34 -2.3785 -3.1693 -0.8401  0.11
H35 -2.5124 -2.5482 -2.4761  0.12
H36 2.3230 -1.1182 -1.0354  0.10
H37 2.2559 -3.2678 -2.7598  0.15
H38 -0.1816 -3.8809 -2.9443  0.20

- total energy (hartree) = -2521.94066
- charge = +4
- LUMO energy (alpha / beta) (eV) = -14.00 / -13.68
- HOMO-LUMO gap (alpha / beta) (Eh) = 0.1589 / 0.1711
- HOMO (alpha / beta) (eV) = -18.3 / -18.3
- 2S+1 = 2
- expectation value of S² = 1.24


3.
Formula: C22H17F5N4O13TeV
Source: the OMol25 dataset
Level of theory: wB97M-V/def2-TZVPD

Last column: Löwdin charge in e.
Atoms and positions in Å:
V1 0.2404 0.0396 0.0660  1.05
O1 1.1086 0.1610 4.0802  0.09
C1 1.3062 0.0996 2.8851  -0.53
O2 0.3690 0.1840 1.9891  -0.15
C2 2.7347 -0.0555 2.3902  -0.02
C3 3.7015 -0.1819 3.3578  0.08
C4 5.0457 -0.3070 3.0231  -0.14
C5 5.4434 -0.2954 1.7065  0.08
C6 4.4939 -0.1578 0.7112  -0.05
C7 3.0932 -0.0334 1.0131  -0.24
O3 2.2521 0.1275 0.0673  -0.14
N1 4.9862 -0.1270 -0.6450  -0.34
O4 6.1982 -0.1838 -0.8144  0.05
O5 4.2038 -0.0492 -1.5796  0.06
N2 6.0443 -0.4398 4.0644  -0.36
O6 5.6713 -0.4489 5.2240  0.07
O7 7.2120 -0.5751 3.7302  0.05
H1 3.3853 -0.1783 4.3915  0.13
H2 6.4855 -0.3868 1.4475  0.13
O8 0.3861 0.0008 -2.0369  -0.12
C8 0.0138 1.1038 -2.8802  -0.19
C9 1.1222 2.1232 -3.0468  -0.15
C10 1.7584 2.5777 -1.7294  -0.12
C11 0.7665 3.1147 -0.7378  -0.24
C12 0.5741 4.4823 -0.6062  -0.02
C13 -0.3442 4.9655 0.3118  -0.06
C14 -1.0525 4.0646 1.0829  -0.03
C15 -0.8228 2.7116 0.9057  -0.07
N3 0.0623 2.2451 0.0122  0.06
H3 1.2306 -0.3877 -2.3076  0.13
H4 -0.8607 1.5350 -2.3965  0.13
H5 -0.2958 0.7136 -3.8511  0.13
H6 0.6879 2.9757 -3.5792  0.12
H7 1.9087 1.7233 -3.6930  0.12
H8 2.4927 3.3511 -1.9573  0.12
H9 2.2996 1.7478 -1.2753  0.09
H10 1.1570 5.1581 -1.2182  0.11
H11 -0.4967 6.0316 0.4246  0.11
H12 -1.7728 4.3907 1.8191  0.11
H13 -1.3554 1.9689 1.4863  0.09
F1 -3.3750 -2.6156 2.3577  -0.37
Te1 -2.4732 -1.1179 1.6436  1.92
F2 -2.6703 -2.2963 0.1147  -0.39
F3 -2.7282 0.6353 2.4187  -0.41
F4 -1.7888 -1.2133 3.3977  -0.36
F5 -4.2262 -0.6637 1.1536  -0.38
O9 -1.6571 -0.0684 0.3158  -0.58
O10 -0.7409 -2.3844 1.6958  -0.13
C16 -0.1483 -2.7675 0.6482  -0.51
O11 0.3952 -2.0134 -0.1915  -0.02
C17 -0.1510 -4.2410 0.3755  -0.10
C18 0.0493 -4.6984 -0.9197  0.02
C19 -0.0194 -6.0517 -1.1937  0.01
C20 -0.2722 -6.9286 -0.1508  -0.15
C21 -0.4712 -6.4879 1.1477  0.02
C22 -0.4200 -5.1315 1.4074  0.03
N4 -0.3410 -8.3609 -0.4320  -0.35
O12 -0.2031 -8.7240 -1.5858  0.07
O13 -0.5472 -9.1165 0.4984  0.07
H14 0.2426 -3.9825 -1.7056  0.12
H15 0.1150 -6.4372 -2.1930  0.12
H16 -0.6754 -7.2056 1.9280  0.12
H17 -0.6110 -4.7417 2.3976  0.13

- energy relative to the best compared isomer or geometry (same formula, charge and spin) (eV) = 2.6791
- total energy (hartree) = -3757.08340
- charge = -1
- LUMO energy (alpha / beta) (eV) = 1.08 / 1.09
- HOMO-LUMO gap (alpha / beta) (Eh) = 0.2782 / 0.2883
- HOMO (alpha / beta) (eV) = -6.5 / -6.8
- 2S+1 = 3
- expectation value of S² = 2.01


4.
Formula: C4H5N4O3S
Source: the OMol25 dataset
Level of theory: wB97M-V/def2-TZVPD

Last column: Löwdin charge in e.
Atoms and positions in Å:
C1 -1.7837 -0.8768 -0.7129  -0.10
C2 -3.0261 -0.9169 -0.1104  -0.25
C3 -1.2948 0.2641 -0.1561  -0.53
C4 2.9414 -0.7285 0.2283  -0.71
N1 -3.1703 -0.0338 0.8439  -0.05
N2 1.6590 -0.8250 -0.0533  0.07
N3 -2.0684 0.6948 0.8970  -0.04
N4 0.3313 2.3859 0.4780  -0.19
O1 3.3124 0.4032 0.9811  0.03
O2 3.8871 -1.4359 -0.1910  -0.03
O3 0.1284 1.5671 -1.9255  -0.34
S1 0.0834 1.2324 -0.5110  0.88
H1 -1.2880 -1.6062 -1.3257  0.09
H2 -3.8153 -1.6461 -0.1201  0.08
H3 1.1052 -1.5561 -0.4514  0.03
H4 2.7400 1.0773 0.6959  0.02
H5 0.2584 2.0006 1.4332  0.04

- energy relative to the best compared isomer or geometry (same formula, charge and spin) (eV) = 3.0539
- total energy (hartree) = -998.27658
- charge = -1
- LUMO energy (eV) = 1.40
- HOMO-LUMO gap (Eh) = 0.2552
- HOMO (eV) = -5.5